(1)
{
  "formula": "C25H33KN11O2S3",
  "method": "ωB97M-V/def2-TZVPD",
  "homo_ha": -0.34931,
  "charge": 1,
  "gap_ha": 0.2694,
  "e_above_lowest_kj_mol": 83.11,
  "e_lumo_ev": -2.17,
  "elements": ["K", "N", "C", "C", "C", "C", "C", "C", "S", "O", "O", "N", "C", "N", "C", "C", "C", "N", "H", "H", "H", "H", "H", "H", "H", "H", "H", "C", "N", "C", "C", "N", "C", "S", "C", "C", "C", "C", "C", "N", "H", "H", "H", "H", "H", "H", "H", "H", "H", "C", "N", "C", "C", "N", "C", "S", "H", "H", "H", "H", "H", "H", "N", "C", "C", "N", "H", "H", "H", "H", "H", "H", "H", "H", "H"],
  "coordinates": [[0.13, 0.43, -1.47], [8.62, 2.01, 1.18], [7.43, 1.58, 0.63], [6.39, 1.13, 1.46], [5.21, 0.66, 0.91], [5.07, 0.63, -0.48], [6.09, 1.08, -1.30], [7.26, 1.54, -0.75], [3.61, 0.02, -1.19], [3.69, 0.15, -2.63], [3.56, -1.37, -0.71], [2.30, 0.72, -0.59], [2.19, 2.09, -0.78], [0.96, 2.63, -0.61], [0.86, 3.95, -0.79], [1.92, 4.76, -1.13], [3.13, 4.11, -1.29], [3.28, 2.80, -1.13], [8.63, 2.26, 2.15], [9.24, 2.54, 0.60], [6.51, 1.16, 2.53], [4.41, 0.32, 1.55], [5.94, 1.06, -2.38], [8.06, 1.88, -1.40], [-0.14, 4.36, -0.66], [1.80, 5.82, -1.27], [4.02, 4.66, -1.57], [-5.32, 3.33, -1.01], [-5.31, 1.88, -1.00], [-6.43, 1.07, -0.92], [-6.02, -0.20, -0.99], [-4.62, -0.17, -1.12], [-4.18, 1.14, -1.12], [-2.64, 1.80, -1.19], [-3.86, -1.36, -1.30], [-4.39, -2.58, -0.87], [-3.66, -3.73, -1.10], [-2.43, -3.63, -1.74], [-2.00, -2.38, -2.11], [-2.69, -1.25, -1.89], [-6.36, 3.66, -1.00], [-4.81, 3.70, -1.90], [-4.80, 3.72, -0.13], [-7.42, 1.47, -0.83], [-6.59, -1.11, -1.01], [-5.34, -2.63, -0.36], [-4.05, -4.69, -0.79], [-1.84, -4.51, -1.97], [-1.06, -2.26, -2.64], [-3.27, -1.50, 2.15], [-3.19, -0.05, 2.19], [-4.27, 0.83, 2.32], [-3.75, 2.07, 2.38], [-2.38, 1.93, 2.30], [-2.02, 0.63, 2.17], [-0.46, 0.02, 2.04], [-4.31, -1.79, 2.33], [-2.63, -1.92, 2.92], [-2.94, -1.87, 1.18], [-5.29, 0.49, 2.36], [-4.23, 3.02, 2.50], [-1.70, 2.66, 2.27], [1.73, -5.09, 1.27], [0.57, -4.21, 1.35], [0.94, -2.86, 0.77], [1.68, -3.07, -0.51], [1.47, -6.06, 1.41], [2.42, -4.86, 1.97], [2.12, -3.99, -0.45], [0.19, -4.06, 2.36], [-0.24, -4.65, 0.75], [1.61, -2.31, 1.44], [0.06, -2.24, 0.62], [1.06, -3.08, -1.32], [2.47, -2.32, -0.66]]
}

***

(2)
{
  "formula": "C25H33N2O7",
  "method": "ωB97M-V/def2-TZVPD",
  "homo_ha": -0.05131,
  "charge": -1,
  "gap_ha": 0.0574,
  "e_lumo_ev": 0.17,
  "elements": ["C", "C", "N", "C", "C", "C", "C", "C", "C", "C", "C", "C", "N", "C", "C", "C", "O", "C", "O", "C", "C", "O", "C", "C", "H", "H", "H", "H", "H", "H", "H", "H", "H", "H", "H", "H", "H", "H", "H", "H", "H", "H", "H", "H", "H", "H", "H", "H", "H", "H", "H", "H", "H", "H", "H", "C", "C", "C", "O", "C", "C", "C", "O", "O", "O", "H", "H"],
  "coordinates": [[-4.11, 2.21, 3.74], [-2.55, 1.98, 3.80], [-1.84, 1.99, 2.52], [-2.00, 0.79, 1.67], [-2.45, -0.60, 2.23], [-1.30, -1.67, 2.29], [-0.14, -1.57, 3.18], [0.87, -2.62, 3.11], [0.80, -3.76, 2.19], [-0.38, -3.88, 1.30], [-1.37, -2.82, 1.37], [-3.17, 1.20, 0.63], [-2.51, 2.08, -0.42], [-1.31, 1.29, -0.80], [-1.52, -0.02, -1.69], [-2.80, 0.05, -2.61], [-2.93, 1.26, -3.38], [-1.77, 1.53, -4.12], [-1.18, 0.71, -4.75], [-0.77, 0.81, 0.65], [0.45, 1.79, 0.88], [1.61, 1.06, 0.43], [2.44, 0.76, 1.58], [3.54, -0.32, 1.20], [-4.65, 1.42, 3.15], [-4.31, 3.23, 3.32], [-4.53, 2.19, 4.78], [-2.13, 2.84, 4.41], [-2.31, 1.06, 4.40], [-1.96, 2.86, 2.01], [-2.95, -0.62, 3.22], [-3.20, -1.03, 1.50], [-0.10, -0.70, 3.86], [1.75, -2.54, 3.80], [1.59, -4.54, 2.14], [-0.48, -4.74, 0.60], [-2.26, -2.91, 0.69], [-3.61, 0.39, -0.02], [-4.08, 1.72, 1.01], [-3.26, 2.20, -1.13], [-2.38, 3.05, -0.10], [-0.60, 1.89, -1.42], [-1.64, -0.95, -1.06], [-0.59, -0.16, -2.31], [-3.74, -0.20, -2.04], [-2.69, -0.80, -3.36], [-1.42, 2.61, -4.09], [-0.26, -0.15, 0.37], [0.65, 2.07, 1.95], [0.43, 2.73, 0.26], [1.84, 0.29, 2.42], [2.94, 1.69, 1.99], [3.80, -0.27, 0.11], [3.06, -1.31, 1.43], [4.43, -0.26, 1.88], [3.41, -0.76, -4.17], [3.87, -0.78, -2.88], [5.36, -1.13, -2.75], [5.97, -1.12, -1.67], [6.09, -1.48, -3.96], [5.63, -1.48, -5.26], [4.16, -1.03, -5.39], [3.59, -0.89, -6.47], [6.26, -1.79, -6.30], [3.22, -0.55, -1.82], [2.37, -0.52, -4.35], [7.12, -1.78, -3.77]]
}